Entry 1:
{"formula": "C7H21N3O10S", "method": "ωB97M-V/def2-TZVPD", "elements": ["C", "C", "O", "S", "C", "O", "O", "H", "H", "H", "H", "H", "H", "H", "H", "C", "N", "O", "O", "H", "H", "H", "C", "N", "O", "O", "H", "H", "H", "C", "N", "O", "O", "H", "H", "H", "C", "O", "H", "H", "H", "H"], "xyz": [[0.868364, 1.492611, 1.671534], [0.613234, 1.779791, 0.149454], [1.220284, 3.020801, -0.031496], [0.870144, 3.975301, -1.355906], [1.854314, 2.961711, -2.637796], [-0.567226, 3.778701, -1.726866], [1.423054, 5.319441, -1.187686], [0.619984, 0.454211, 1.890924], [0.264454, 2.014971, 2.413514], [1.926794, 1.675711, 1.856744], [1.252524, 1.129581, -0.447736], [-0.392596, 1.835451, -0.266856], [2.117424, 3.666671, -3.426416], [1.361914, 2.032001, -2.922906], [2.742844, 2.732811, -2.049396], [2.554634, -1.670229, -1.127836], [3.083614, -0.360349, -1.514646], [2.730714, 0.075091, -2.572786], [3.670194, 0.290291, -0.677766], [3.448304, -2.279479, -0.992736], [1.872164, -1.890429, -1.948726], [2.114574, -1.523769, -0.141436], [1.900904, -5.055109, -0.539056], [0.473024, -4.999209, -0.265256], [-0.180736, -4.119729, -0.821476], [0.031734, -5.867049, 0.588884], [2.151154, -6.112089, -0.629976], [2.517474, -4.584279, 0.226624], [1.950914, -4.642139, -1.546556], [-5.292206, 1.329591, 2.887594], [-4.581366, 2.369511, 2.134824], [-3.365466, 2.578801, 2.304004], [-5.239096, 3.014441, 1.388114], [-4.826616, 1.271431, 3.871434], [-5.091776, 0.491731, 2.219814], [-6.381716, 1.325861, 2.855214], [-1.278806, -1.390229, 0.325414], [-2.206186, -0.389339, 0.868914], [-1.403116, -2.300559, 0.911894], [-1.507566, -1.700919, -0.694016], [-0.225446, -1.114279, 0.374294], [-3.094816, -0.617329, 0.586144]], "forces_ev_per_a": [[-0.72, -0.72, -0.86], [0.30, -0.40, 0.99], [0.51, 4.19, -1.26], [-1.85, -1.69, -1.71], [0.05, 1.57, 1.86], [3.18, 0.70, 1.29], [-0.71, -2.64, 0.20], [0.28, -0.26, -0.16], [-0.07, 0.61, -0.56], [-0.08, -0.08, 0.03], [-0.40, -0.78, 0.04], [-0.23, -0.45, 0.58], [-0.27, -0.30, -0.13], [-0.28, 0.54, 0.00], [0.15, -0.10, -0.29], [0.50, 0.01, 0.11], [-0.69, 1.17, 1.28], [0.05, 0.15, -1.62], [0.74, -0.17, 0.25], [-0.33, -0.45, -0.31], [0.09, -0.73, 0.51], [-0.27, -0.13, -0.24], [0.36, -0.89, -1.40], [-2.30, -1.51, 3.02], [0.55, -1.38, 0.88], [1.08, 3.11, -3.03], [0.09, 0.10, 0.32], [-0.39, 0.15, -0.11], [0.65, 0.38, 0.31], [0.71, -1.44, -0.28], [2.01, 1.57, 0.95], [-1.77, -1.19, 0.35], [-1.36, 0.95, -1.61], [-0.22, -0.37, -0.24], [0.46, -0.68, 0.68], [0.20, 1.19, 0.18], [-1.38, -0.45, 0.57], [1.50, -0.43, -0.61], [0.20, -0.11, 0.15], [-0.09, 0.44, -0.18], [-0.33, 0.66, 0.19], [0.09, -0.15, -0.16]], "nbo_charge": [-0.622, -0.071, -0.714, 2.260, -0.818, -0.923, -0.877, 0.202, 0.233, 0.219, 0.147, 0.226, 0.243, 0.250, 0.240, -0.495, 0.535, -0.379, -0.383, 0.234, 0.248, 0.242, -0.488, 0.504, -0.354, -0.381, 0.246, 0.246, 0.230, -0.491, 0.526, -0.391, -0.355, 0.241, 0.229, 0.241, -0.256, -0.728, 0.174, 0.178, 0.168, 0.465], "de_lowest_kcal_mol": 0.00, "mol_weight_da": 339.32, "homo_lumo_gap_ev": 9.5, "smiles": "CCOS(C)(=O)=O.C[N+](=O)[O-].C[N+](=O)[O-].C[N+](=O)[O-].CO", "e_tot_ev": -43368.5315, "spin_multiplicity": 1, "total_charge": 0}

***

Entry 2:
{"formula": "C3H2IO3", "method": "ωB97M-V/def2-TZVPD", "elements": ["C", "C", "C", "O", "O", "O", "I", "H", "H"], "xyz": [[0.302369, 0.608042, 0.496260], [-0.167176, -1.741128, 0.345408], [-0.558186, 0.749582, -0.749847], [-0.454950, -2.779073, 0.020887], [-1.012639, -0.219114, -1.272434], [0.240405, -0.767685, 0.924653], [2.353616, 1.133527, 0.003053], [-0.016584, 1.235631, 1.329855], [-0.686852, 1.780219, -1.097838]], "forces_ev_per_a": [[0.68, 1.35, -0.85], [-0.60, -0.34, -0.99], [0.46, 0.61, 0.53], [-0.04, -0.40, -0.09], [-0.09, -0.81, 0.05], [0.42, 0.10, 1.34], [-0.79, -0.21, 0.15], [0.02, -0.34, 0.00], [-0.07, 0.03, -0.15]], "nbo_charge": [-0.157, 1.131, 0.394, -0.273, -0.466, -0.408, 0.301, 0.281, 0.197], "de_lowest_kcal_mol": 32.90, "mol_weight_da": 212.95, "homo_lumo_gap_ev": 9.5, "e_tot_ev": -17376.6945, "spin_multiplicity": 1, "total_charge": 1}

***

Entry 3:
{"formula": "C25H42Br2NO11P3S3", "method": "ωB97M-V/def2-TZVPD", "elements": ["H", "N", "C", "C", "C", "C", "Br", "O", "S", "O", "O", "C", "S", "P", "O", "Br", "C", "C", "C", "C", "S", "P", "C", "C", "C", "C", "O", "C", "C", "O", "C", "O", "C", "C", "C", "C", "C", "C", "H", "H", "H", "H", "H", "H", "H", "H", "H", "H", "H", "H", "H", "H", "H", "H", "H", "H", "H", "H", "H", "H", "H", "H", "H", "H", "H", "H", "H", "H", "H", "H", "C", "O", "P", "O", "O", "C", "O", "C", "H", "H", "H", "H", "H", "H", "H", "H", "H"], "xyz": [[0.893310, 0.010203, 4.586347], [0.000277, -0.051137, 4.023140], [-0.112993, 1.119241, 3.261263], [1.113088, 2.214111, 3.535667], [-1.420052, 1.326916, 2.349663], [-1.376710, 1.022786, 0.752105], [-3.131879, 2.023729, 0.241202], [-0.530978, 1.810005, -0.079684], [1.010469, 1.396765, -0.419092], [1.415182, 2.069298, -1.792833], [2.146125, 1.918079, 0.546663], [1.021476, -0.515543, -0.547480], [1.967522, -0.934643, 0.969542], [2.266748, -0.867085, -1.976156], [2.773703, -2.515649, -2.061821], [4.239776, 0.264528, -1.526191], [-0.500827, -1.136806, -0.780568], [-0.959518, -0.490036, -2.255507], [-1.263385, -1.531614, -3.460970], [0.018770, -2.118972, -4.290820], [0.940059, -0.795607, -5.309898], [-0.317690, -3.035940, -0.946734], [-1.994151, -3.991626, -0.932277], [0.459432, -3.895920, 0.622146], [2.008886, -4.455779, 0.329169], [-1.607798, -0.597821, 0.342859], [-2.968912, -0.586634, 0.072315], [-3.797783, -1.325574, -0.717969], [-5.198436, -0.493863, -1.114534], [-1.295321, -1.320522, 1.559287], [-2.303599, -1.946447, 2.331512], [-3.500451, -1.526423, 2.786747], [-1.923152, -3.425508, 3.031151], [-2.502560, -4.872563, 2.545067], [-2.083965, -6.310565, 3.280060], [-1.074051, -6.361512, 4.606354], [-0.526427, -4.904463, 5.137764], [-0.913902, -3.471025, 4.365834], [0.999317, 3.127375, 2.796628], [1.110988, 2.598407, 4.648416], [2.146108, 1.700239, 3.344108], [-2.331614, 0.782374, 2.897328], [-1.698897, 2.486581, 2.454629], [1.234204, -1.299513, 2.083034], [3.637701, -2.693339, -1.584716], [-0.193920, 0.268257, -2.709021], [-1.952441, 0.171203, -2.155956], [-1.863055, -0.884506, -4.272701], [-1.971976, -2.424083, -3.233206], [-0.434743, -2.850169, -5.119845], [0.732025, -2.784290, -3.646004], [1.350723, 0.265672, -4.482799], [-1.690900, -5.135713, -0.765738], [-2.612243, -3.968735, -1.906093], [-2.541130, -3.669357, 0.046596], [0.427493, -3.248641, 1.583884], [-0.113579, -4.904673, 0.911783], [2.832810, -3.653384, 0.536442], [2.169519, -5.333605, 1.121512], [1.986552, -4.873045, -0.766043], [-4.214383, -2.289215, -0.145163], [-3.440242, -1.762732, -1.770371], [-4.923529, 0.566765, -1.584387], [-5.836776, -1.046993, -1.926405], [-5.866259, -0.301605, -0.171520], [-3.245027, -4.964508, 1.646447], [-2.470303, -7.368311, 2.910666], [-0.768375, -7.349390, 5.160810], [0.169247, -4.863378, 6.106024], [-0.447194, -2.511524, 4.857470], [4.303833, 9.073010, -2.272319], [3.774057, 7.916131, -2.904204], [2.279789, 7.270465, -2.318392], [1.706703, 8.676483, -2.112189], [3.035595, 6.773130, -0.939112], [4.027447, 5.772038, -1.077116], [0.785521, 6.624798, -1.732582], [0.696903, 5.214718, -1.729611], [5.371264, 9.128257, -2.501269], [3.821689, 9.968461, -2.672861], [4.183415, 9.030044, -1.187252], [5.015373, 6.230936, -0.983612], [3.952938, 5.263667, -2.043627], [3.903204, 5.036339, -0.279214], [1.153411, 4.816476, -0.821367], [1.195694, 4.794173, -2.606748], [-0.357219, 4.928328, -1.747656]], "forces_ev_per_a": [[-1.13, 0.21, -0.75], [-0.13, 4.69, -3.06], [1.94, -3.58, 3.51], [-0.68, 0.34, -0.89], [0.16, 1.55, 1.48], [-2.74, 0.26, 1.13], [0.96, -0.02, 0.22], [1.52, -0.90, 0.44], [6.84, 4.75, -2.34], [-2.90, -2.96, 4.10], [-5.36, -2.30, -2.33], [-1.07, -0.39, 2.97], [0.66, -0.82, 0.59], [0.87, -1.13, -2.47], [0.74, 2.22, 1.67], [-1.10, -0.91, 0.30], [-0.82, 1.92, -0.72], [-1.21, 0.31, -0.97], [-0.31, 0.52, -1.68], [-0.73, -0.72, 0.31], [-0.32, -0.15, 0.54], [0.56, -1.82, 0.11], [-0.08, -0.91, 1.21], [0.84, -1.04, 1.33], [-1.03, -0.32, 0.75], [0.73, 1.65, -0.22], [1.92, 0.04, 0.36], [-4.17, -3.46, -2.66], [0.53, 1.08, 0.02], [-2.48, -1.66, 0.91], [-5.04, -0.27, 4.08], [7.61, -1.60, -3.86], [1.94, -3.47, 2.16], [2.16, -0.31, 2.68], [1.85, 2.86, 2.06], [-1.28, 4.77, -2.25], [-2.21, -0.24, -3.02], [-1.14, -3.48, -0.82], [0.39, -1.84, 1.60], [-0.34, -0.85, -2.23], [-2.11, 0.89, 0.17], [2.12, 0.79, -1.66], [0.82, -2.55, -0.40], [-0.52, 0.47, -1.17], [-1.40, 0.30, -0.52], [-1.11, -1.44, 1.17], [2.17, -1.56, 0.20], [1.30, -1.37, 1.78], [1.34, 1.61, 0.02], [1.11, 1.79, 1.60], [-1.29, 1.54, -1.12], [-0.69, -1.48, -0.26], [-0.41, 2.59, -0.38], [0.93, 0.33, 1.81], [0.46, -0.74, -2.12], [0.05, -1.20, -1.78], [0.78, 2.44, -0.92], [-1.66, -1.49, -0.71], [-0.24, 1.82, -1.89], [0.49, 0.80, 2.17], [1.06, 2.00, -1.00], [0.02, 1.30, 2.42], [-0.54, -2.34, 1.07], [1.45, 0.70, 1.67], [1.39, -0.42, -1.77], [1.60, 0.33, 1.95], [0.68, 2.74, 0.60], [-0.77, 2.16, -1.36], [-1.72, 0.00, -2.45], [-1.24, -1.92, -1.41], [-0.32, 0.55, 0.25], [0.02, -3.18, -2.21], [-0.77, 8.18, 6.55], [0.00, -1.21, -1.21], [-0.58, -0.96, -0.81], [0.65, -0.31, 0.13], [1.44, -1.25, -2.92], [-0.30, -0.86, 0.32], [-0.08, -0.34, -0.18], [-0.05, -0.14, 0.21], [-0.11, 0.02, -0.11], [-0.01, -0.11, -0.13], [0.22, -0.09, 0.17], [-0.08, 0.04, -0.11], [0.08, -0.14, -0.05], [-0.25, -0.32, 0.19], [0.11, 0.02, -0.05]], "mulliken_charge": [0.295, -0.367, 0.128, -1.056, -0.461, -0.602, -0.146, -0.156, 1.177, -0.535, -0.560, -0.496, 0.081, 0.470, -0.503, -0.230, 1.012, -0.087, -0.770, -0.503, -0.191, 0.289, -0.478, 0.318, -0.840, -0.181, -0.145, 0.368, -1.116, 0.020, 0.209, -0.599, 0.188, -0.223, -0.549, -0.390, -0.401, -0.175, 0.166, 0.404, 0.294, 0.361, 0.570, 0.073, 0.378, 0.274, 0.084, 0.404, 0.195, 0.419, 0.141, 0.112, 0.410, 0.366, -0.440, -0.388, 0.387, 0.055, 0.403, 0.249, 0.093, -0.156, 0.243, 0.358, 0.282, 0.339, 0.267, 0.311, 0.272, 0.314, -0.568, -0.489, 1.124, -0.629, -0.320, -0.669, -0.369, -0.606, 0.249, 0.235, 0.299, 0.265, 0.375, 0.206, 0.237, 0.307, 0.322], "mol_weight_da": 881.54, "homo_lumo_gap_ev": 6.0, "smiles": "[H]/N=C(\\C)C[C@@]1(Br)OS(=O)(=O)[C@](S)(P(O)Br)[C@@](CCCS)(P(C)CC)[C@@]1(OCC)OC(=O)c1ccccc1.COP(=O)(OC)OC", "e_tot_ev": -251052.0265, "spin_multiplicity": 1, "total_charge": 0}